{
  "formula": "C5H9NO",
  "method": "wB97M-V/def2-TZVPD",
  "homo_energy_ev": -10.001,
  "energy_ha": -325.71726,
  "e_above_lowest_kj_mol": 578.4,
  "spin_multiplicity": 1,
  "species": ["C", "C", "C", "C", "C", "H", "H", "H", "H", "H", "H", "H", "H", "H", "N", "O"],
  "positions_angstrom": [[-1.86, 0.76, -0.33], [-1.17, -0.49, 0.27], [0.20, -0.75, -0.44], [1.46, -1.13, 0.38], [1.74, 1.18, -0.16], [-2.57, 1.20, 0.46], [-2.25, 0.89, -1.51], [-1.14, 1.71, -0.14], [-1.82, -1.25, 0.11], [-1.02, -0.26, 1.46], [0.01, -1.65, -1.17], [1.67, -2.46, 0.31], [1.44, -0.83, 1.40], [2.84, 1.15, -0.01], [1.56, -0.09, -0.87], [0.91, 2.04, 0.24]],
  "nbo_charge": [-0.68, -0.41, -0.09, -0.26, 0.53, 0.22, 0.23, 0.26, 0.21, 0.21, 0.20, 0.21, 0.21, 0.13, -0.41, -0.56]
}


{
  "formula": "C20H25N3O4S",
  "method": "wB97M-V/def2-TZVPD",
  "homo_energy_ev": -8.684,
  "energy_ha": -1640.51916,
  "e_above_lowest_kj_mol": 315.1,
  "spin_multiplicity": 1,
  "species": ["C", "O", "C", "C", "C", "C", "C", "S", "O", "O", "N", "C", "C", "C", "C", "C", "C", "O", "N", "C", "C", "N", "C", "C", "C", "C", "C", "C", "H", "H", "H", "H", "H", "H", "H", "H", "H", "H", "H", "H", "H", "H", "H", "H", "H", "H", "H", "H", "H", "H", "H", "H", "H"],
  "positions_angstrom": [[-3.27, 3.88, 1.29], [-2.77, 5.00, 0.60], [-1.69, 4.83, -0.20], [-1.24, 5.96, -0.89], [-0.15, 5.90, -1.73], [0.52, 4.70, -1.91], [0.08, 3.59, -1.23], [0.96, 2.05, -1.43], [1.26, 1.83, -2.81], [0.26, 1.01, -0.71], [2.41, 2.44, -0.65], [3.53, 1.60, -1.05], [3.21, 0.16, -0.77], [3.21, -0.31, 0.54], [2.70, -1.56, 0.84], [2.17, -2.34, -0.17], [1.55, -3.67, 0.16], [2.21, -4.61, 0.57], [0.22, -3.74, -0.05], [-0.67, -2.63, -0.29], [-1.57, -2.41, 0.93], [-2.31, -3.62, 1.22], [-3.27, -3.43, 2.28], [-1.40, -4.71, 1.50], [-0.50, -4.95, 0.29], [2.23, -1.91, -1.49], [2.74, -0.66, -1.79], [-1.01, 3.63, -0.38], [-3.59, 3.09, 0.60], [-2.54, 3.48, 1.99], [-4.14, 4.25, 1.84], [-1.78, 6.89, -0.74], [0.17, 6.78, -2.26], [1.37, 4.61, -2.57], [2.24, 2.37, 0.35], [4.42, 1.95, -0.51], [3.67, 1.77, -2.12], [3.60, 0.32, 1.33], [2.69, -1.92, 1.85], [-0.11, -1.71, -0.50], [-1.30, -2.87, -1.15], [-2.27, -1.60, 0.71], [-0.94, -2.10, 1.79], [-3.83, -4.35, 2.43], [-3.96, -2.64, 2.00], [-2.79, -3.15, 3.24], [-1.98, -5.61, 1.71], [-0.77, -4.49, 2.38], [0.24, -5.73, 0.50], [-1.11, -5.25, -0.57], [1.84, -2.53, -2.28], [2.75, -0.31, -2.81], [-1.29, 2.71, 0.11]],
  "nbo_charge": [-0.26, -0.50, 0.39, -0.26, -0.19, -0.20, -0.31, 2.30, -0.94, -0.95, -0.84, -0.25, -0.05, -0.22, -0.20, -0.04, 0.65, -0.62, -0.43, -0.23, -0.23, -0.44, -0.40, -0.23, -0.23, -0.21, -0.19, -0.32, 0.18, 0.18, 0.20, 0.23, 0.22, 0.24, 0.39, 0.22, 0.23, 0.21, 0.22, 0.25, 0.20, 0.21, 0.16, 0.20, 0.20, 0.16, 0.20, 0.17, 0.25, 0.20, 0.22, 0.23, 0.25]
}


{
  "formula": "C44H69AsBF6MnN3OP2Te",
  "method": "wB97M-V/def2-TZVPD",
  "homo_energy_ev": [-7.312, -8.008],
  "energy_ha": -6919.25161,
  "e_above_lowest_kj_mol": 0.0,
  "spin_multiplicity": 6,
  "species": ["Mn", "C", "C", "C", "C", "P", "C", "N", "B", "N", "C", "P", "C", "C", "C", "C", "C", "C", "C", "C", "C", "C", "C", "C", "C", "C", "C", "C", "C", "C", "H", "H", "H", "H", "H", "H", "H", "H", "H", "H", "H", "H", "H", "H", "H", "H", "H", "H", "H", "H", "H", "H", "H", "H", "H", "H", "H", "H", "H", "H", "H", "H", "H", "H", "H", "H", "H", "H", "H", "H", "H", "H", "H", "H", "C", "C", "O", "N", "Te", "C", "C", "C", "C", "C", "C", "C", "C", "C", "C", "C", "C", "C", "C", "C", "C", "C", "C", "H", "H", "H", "H", "H", "H", "H", "H", "H", "H", "H", "H", "H", "H", "H", "H", "H", "H", "H", "H", "H", "H", "H", "H", "H", "F", "As", "F", "F", "F", "F", "F"],
  "positions_angstrom": [[0.94, -0.11, 1.25], [-0.49, 4.28, 0.53], [-1.80, 4.19, 1.32], [-2.93, 4.48, 0.32], [-1.77, 5.27, 2.41], [-1.99, 2.41, 1.92], [-0.94, 2.43, 3.47], [-0.57, 1.08, 3.89], [0.02, 0.04, 3.11], [0.07, -1.12, 3.96], [0.55, -2.42, 3.54], [0.33, -2.46, 1.70], [-1.45, -2.97, 1.43], [-1.88, -4.21, 2.21], [-1.72, -3.19, -0.07], [-2.33, -1.81, 1.90], [1.53, -3.72, 1.04], [1.42, -3.80, -0.49], [2.94, -3.20, 1.35], [1.35, -5.12, 1.65], [-0.43, -0.78, 5.21], [-0.58, -1.54, 6.36], [-1.12, -0.93, 7.48], [-1.49, 0.41, 7.45], [-1.34, 1.17, 6.30], [-0.81, 0.57, 5.17], [-3.72, 2.27, 2.65], [-4.63, 1.79, 1.50], [-4.33, 3.50, 3.30], [-3.68, 1.17, 3.71], [-0.39, 5.30, 0.15], [-0.50, 3.60, -0.32], [0.39, 4.05, 1.13], [-2.74, 5.43, -0.17], [-3.91, 4.54, 0.79], [-2.96, 3.71, -0.46], [-1.62, 6.24, 1.94], [-0.95, 5.12, 3.10], [-2.70, 5.33, 2.98], [-1.51, 2.91, 4.27], [-0.05, 3.03, 3.29], [-0.01, -3.22, 4.03], [1.61, -2.57, 3.77], [-1.34, -5.11, 1.92], [-2.94, -4.39, 2.00], [-1.79, -4.08, 3.28], [-1.42, -4.18, -0.39], [-1.22, -2.46, -0.70], [-2.80, -3.10, -0.24], [-2.26, -1.67, 2.98], [-3.37, -2.03, 1.65], [-2.07, -0.85, 1.42], [1.44, -2.80, -0.95], [0.53, -4.32, -0.84], [2.29, -4.34, -0.87], [3.15, -2.27, 0.83], [3.65, -3.94, 0.98], [3.13, -3.05, 2.40], [0.52, -5.66, 1.20], [1.19, -5.09, 2.73], [2.26, -5.70, 1.48], [-0.26, -2.58, 6.38], [-1.24, -1.50, 8.39], [-1.90, 0.87, 8.35], [-1.62, 2.22, 6.30], [-4.73, 2.55, 0.72], [-5.63, 1.58, 1.89], [-4.24, 0.89, 1.03], [-4.48, 4.33, 2.61], [-3.73, 3.86, 4.14], [-5.31, 3.23, 3.70], [-3.10, 0.30, 3.40], [-4.70, 0.84, 3.92], [-3.25, 1.52, 4.65], [2.75, 2.49, -0.74], [1.80, 1.51, -0.14], [1.31, 1.76, 1.05], [1.41, 0.37, -0.67], [2.09, -0.14, -2.70], [2.20, -1.59, -4.38], [1.12, -2.01, -5.16], [-0.29, -1.57, -4.91], [1.37, -2.88, -6.21], [2.64, -3.36, -6.49], [2.89, -4.29, -7.64], [3.69, -2.95, -5.67], [3.49, -2.08, -4.60], [4.69, -1.72, -3.75], [0.64, 1.14, -3.52], [1.03, 1.96, -4.58], [2.39, 1.93, -5.23], [0.10, 2.85, -5.11], [-1.19, 2.95, -4.63], [-2.18, 3.92, -5.21], [-1.56, 2.10, -3.59], [-0.68, 1.20, -3.02], [-1.20, 0.32, -1.92], [2.94, 3.29, -0.02], [2.33, 2.91, -1.65], [3.69, 2.00, -0.98], [-0.55, -1.66, -3.85], [-0.98, -2.19, -5.48], [-0.46, -0.53, -5.19], [0.54, -3.20, -6.83], [1.96, -4.63, -8.09], [3.45, -5.17, -7.32], [3.48, -3.80, -8.43], [4.69, -3.34, -5.85], [5.55, -2.32, -4.05], [4.52, -1.90, -2.69], [4.95, -0.67, -3.86], [3.14, 1.37, -4.67], [2.77, 2.95, -5.36], [2.32, 1.48, -6.22], [0.41, 3.49, -5.93], [-1.71, 4.57, -5.95], [-2.61, 4.55, -4.44], [-3.00, 3.39, -5.70], [-2.57, 2.15, -3.21], [-2.28, 0.19, -2.03], [-1.01, 0.76, -0.94], [-0.74, -0.67, -1.93], [2.89, -0.38, 2.19], [4.64, 0.14, 2.16], [4.12, 1.77, 1.92], [6.29, 0.59, 2.08], [4.56, 0.35, 3.86], [5.05, -1.53, 2.38], [4.57, -0.12, 0.44]],
  "mulliken_spin": [4.19, 0.00, 0.01, 0.00, 0.00, 0.05, -0.01, 0.07, -0.37, 0.05, 0.05, 0.02, -0.05, -0.01, 0.01, 0.02, -0.07, -0.06, 0.02, 0.00, -0.01, 0.00, 0.00, 0.00, 0.00, 0.00, 0.01, 0.00, 0.00, 0.00, 0.00, 0.00, 0.00, 0.00, 0.00, 0.00, 0.00, 0.00, 0.00, 0.00, -0.01, 0.00, 0.00, 0.00, 0.00, 0.00, 0.00, 0.01, 0.00, 0.00, 0.00, 0.01, 0.10, 0.00, 0.00, -0.01, 0.00, 0.01, 0.00, 0.00, 0.00, 0.00, 0.00, 0.00, 0.00, 0.00, 0.00, 0.00, 0.00, 0.00, 0.00, 0.00, 0.00, 0.00, 0.00, -0.12, -0.02, 0.37, 0.46, 0.20, -0.07, 0.03, -0.01, 0.02, 0.00, 0.00, -0.03, 0.02, -0.01, 0.00, 0.00, 0.00, 0.00, 0.00, 0.00, 0.01, -0.08, 0.00, 0.00, 0.00, 0.01, 0.00, 0.00, 0.00, 0.00, 0.00, 0.00, 0.00, 0.00, 0.01, 0.00, 0.00, 0.00, 0.00, 0.00, 0.00, 0.00, 0.00, 0.00, 0.00, 0.05, 0.05, 0.06, 0.01, 0.00, 0.00, 0.00, 0.00, 0.00]
}